# 1
# C25H46BrNO4Pb

A structure of composition C25H46BrNO4Pb (ωB97M-V/def2-TZVPD, the OMol25 dataset).

Last column: Löwdin charge in e.
Atoms and positions in Å:
C: 6.82509 -2.17826 0.91742  -0.08
C: 7.29217 -0.77363 0.28604  -0.35
C: 6.83409 -0.53638 -1.24192  -0.16
C: 6.26304 0.98511 -1.32481  -0.17
C: 4.71438 0.91022 -0.86942  -0.20
C: 4.48608 1.68798 0.52548  -0.22
C: 2.91200 2.10464 0.55658  -0.20
C: 2.06509 0.74347 0.66457  -0.22
C: 0.77053 1.06531 1.59154  -0.19
C: -0.20441 2.04854 0.72416  -0.17
C: -1.76602 1.77091 0.95428  -0.09
C: -2.62026 1.45563 -0.37229  -0.24
C: -2.13841 2.01532 -1.79058  -0.14
C: -3.12279 1.72038 -3.01590  -0.15
C: -2.40052 0.72128 -4.06847  -0.27
N: -3.34687 -0.21143 -4.76156  -0.01
C: -3.94327 2.37399 -0.09658  -0.32
O: -4.32352 3.40814 -0.65644  0.14
O: -4.51521 1.66964 1.02559  -0.04
C: -4.39823 0.19710 0.96988  -0.36
C: -5.94669 -0.18987 0.63340  -0.02
C: -4.05580 -0.58160 2.32639  -0.13
C: -4.82025 -1.97893 2.51956  -0.27
C: -4.01245 -2.85566 3.61915  -0.60
Br: -4.81630 -4.66662 3.87670  0.56
C: -3.39751 0.04886 -0.29822  -0.14
C: -2.59751 -1.31663 -0.51613  -0.11
C: -1.13406 -1.36564 0.12554  -0.07
C: -0.53000 -2.81764 -0.21772  -0.37
O: -1.05712 -3.61814 -1.02485  0.07
O: 0.66883 -3.27584 0.43315  0.00
H: 6.02352 -2.00820 1.71048  0.12
H: 6.42073 -2.83914 0.07766  0.12
H: 7.70681 -2.73504 1.40196  0.04
H: 6.80228 0.05804 0.92307  0.13
H: 8.44412 -0.61252 0.32251  -0.24
H: 6.04334 -1.30604 -1.53493  0.13
H: 7.71873 -0.65526 -1.96969  0.13
H: 6.80317 1.66073 -0.57380  0.11
H: 6.36345 1.38924 -2.39627  0.13
H: 4.36590 -0.18565 -0.77250  0.11
H: 4.02682 1.38587 -1.65930  0.13
H: 5.11194 2.64908 0.60269  0.12
H: 4.73703 0.98615 1.39672  0.10
H: 2.65433 2.74866 -0.35344  0.13
H: 2.78213 2.71802 1.52241  0.12
H: 2.65944 -0.16158 1.02234  0.10
H: 1.72392 0.49661 -0.41275  0.11
H: 0.23794 0.12979 1.95802  0.09
H: 1.20176 1.60910 2.51349  0.11
H: 0.15920 1.96771 -0.34944  0.09
H: 0.01773 3.10642 1.12633  0.12
H: -1.84410 0.90554 1.70485  0.10
H: -2.20572 2.68744 1.49617  0.14
H: -1.12830 1.49863 -2.02048  0.10
H: -1.89102 3.12713 -1.68398  0.14
H: -3.23759 2.71805 -3.58492  0.12
H: -4.17629 1.40261 -2.73382  0.11
H: -1.92972 1.38554 -4.89030  0.12
H: -1.54293 0.12209 -3.61818  0.10
H: -3.40777 0.12536 -5.74002  0.08
H: -2.82228 -1.10446 -4.85479  0.07
H: -6.61526 -0.15232 1.55107  0.10
H: -6.30666 0.65236 -0.06904  0.11
H: -6.02431 -1.15126 0.02705  0.10
H: -4.41506 0.10163 3.18593  0.15
H: -2.94122 -0.76252 2.50057  0.09
H: -4.82982 -2.52668 1.52191  0.10
H: -5.89996 -1.84652 2.89215  0.12
H: -2.92890 -2.99945 3.29246  0.06
H: -4.01107 -2.35876 4.65123  0.08
H: -4.17351 -0.00092 -1.15500  0.14
H: -2.52281 -1.56708 -1.62360  0.12
H: -3.23602 -2.15017 -0.03491  0.13
H: -1.21917 -1.33439 1.27389  0.11
H: -0.50907 -0.51002 -0.29113  0.11
H: 0.41325 -4.11697 0.88784  0.12
Pb: 9.71691 -1.10707 1.26496  1.81

As for the net charge: +2. The calculation puts the HOMO-LUMO gap at 1.04 eV. Its HOMO energy is -12.4403 eV. For the total energy, the calculation gives -4101.76073 hartree. The calculation puts the largest force on an atom at 4.65 eV/A.

***

# 2
# C25H46Cl16NO6P

A cluster of 9 separate species, C25H46Cl16NO6P in total (ωB97M-V/def2-TZVPD, the OMol25 dataset).

Last column: Löwdin charge in e.
Atoms and positions in Å:
C: -0.75789 -0.35615 -3.06569  -0.09
C: 0.63170 0.49786 -3.14846  -0.38
O: 0.30474 1.75241 -3.79888  -0.09
C: 1.16401 0.64337 -1.64239  -0.21
N: 2.61680 0.97068 -1.50705  -0.08
C: 3.48933 -0.09582 -2.13092  -0.17
C: 4.60413 -0.67394 -1.13093  -0.14
O: 5.98218 -0.50232 -1.57333  -0.07
C: 6.21252 -1.07056 -2.84857  -0.14
C: 6.31470 -2.42740 -3.26482  -0.10
P: 6.21986 -3.97265 -2.18960  0.78
O: 6.40147 -5.22084 -3.10663  -0.49
C: 6.54049 -2.23868 -4.83885  -0.30
O: 6.46155 -3.23870 -5.58564  0.12
O: 6.80041 -0.86443 -5.23334  0.09
C: 6.40304 -0.08635 -4.09819  -0.27
O: 6.17880 1.13601 -4.00229  0.12
H: -0.87577 -1.09748 -3.92854  0.08
H: -0.81399 -0.95922 -2.08774  0.04
H: -1.66401 0.36108 -3.10024  0.08
H: 1.33075 -0.11886 -3.83166  0.13
H: -0.29900 1.51668 -4.54781  0.10
H: 1.00109 -0.35530 -1.08135  0.10
H: 0.56780 1.50861 -1.16540  0.11
H: 2.75546 1.83127 -2.07632  0.11
H: 2.82874 -0.99811 -2.43737  0.13
H: 3.89421 0.35196 -3.10034  0.12
H: 4.46425 -0.20171 -0.08483  0.13
H: 4.41538 -1.80275 -0.97631  0.10
H: 5.03326 -4.07179 -1.39592  0.02
H: 7.36752 -3.96743 -1.31290  0.03
Cl: -2.73642 -3.22059 -1.10327  0.54
C: -3.98518 -2.49063 -0.06141  -0.71
C: -4.41443 -1.12379 -0.55517  -0.66
Cl: -3.12301 0.08951 -0.36968  0.56
H: -3.59170 -2.44469 0.95711  -0.06
H: -4.83827 -3.17164 -0.06656  0.00
H: -5.26770 -0.76949 0.02719  0.07
H: -4.70779 -1.14993 -1.60637  0.06
Cl: 0.97646 2.45600 1.55087  0.56
C: 1.62703 1.59155 2.96432  -0.68
C: 2.62311 0.51841 2.57171  -0.66
Cl: 1.84126 -0.83784 1.72059  0.56
H: 0.78698 1.17434 3.51960  -0.04
H: 2.11485 2.33764 3.59540  0.08
H: 3.09350 0.10368 3.46572  0.06
H: 3.40938 0.91550 1.92657  0.06
Cl: -5.45055 2.50644 1.36881  0.52
C: -4.88919 4.11140 0.83424  -0.68
C: -3.56424 4.04037 0.10074  -0.65
Cl: -2.22052 3.60094 1.18399  0.51
H: -4.82710 4.75814 1.71247  -0.05
H: -5.65940 4.51063 0.17041  0.07
H: -3.32230 5.01738 -0.32290  0.07
H: -3.59400 3.31417 -0.71404  0.06
Cl: -4.12908 6.47534 3.04551  0.61
C: -4.58029 6.24874 4.75364  -0.63
C: -3.50246 5.52696 5.53785  -0.66
Cl: -3.33883 3.82360 5.04301  0.54
H: -5.52889 5.70959 4.78479  0.07
H: -4.74089 7.24394 5.17342  0.07
H: -3.75581 5.52517 6.59988  0.07
H: -2.52995 6.00864 5.42050  0.07
Cl: -7.25226 -6.04357 0.78931  0.54
C: -7.50147 -6.00229 -0.97375  -0.66
C: -6.57853 -5.01412 -1.65841  -0.64
Cl: -6.98674 -3.32618 -1.25989  0.60
H: -8.55085 -5.76853 -1.16218  0.07
H: -7.30529 -7.01027 -1.34496  0.07
H: -6.66722 -5.11311 -2.74196  0.08
H: -5.53466 -5.18341 -1.38580  0.06
Cl: -2.53212 -3.00919 2.79388  0.64
C: -2.48002 -2.25599 4.40672  -0.64
C: -2.94387 -0.81277 4.37575  -0.63
Cl: -1.80108 0.24535 3.51298  0.54
H: -1.46154 -2.34443 4.78845  0.02
H: -3.13737 -2.84226 5.05265  0.08
H: -3.02479 -0.42700 5.39441  0.07
H: -3.92010 -0.71596 3.89678  0.07
Cl: 0.64013 -0.67407 5.24377  0.61
C: 0.16111 -0.89559 6.94506  -0.63
C: 1.21374 -1.63738 7.74456  -0.66
Cl: 1.35384 -3.34279 7.25011  0.54
H: -0.79759 -1.41815 6.96171  0.06
H: 0.01207 0.10189 7.36401  0.08
H: 0.94463 -1.63598 8.80272  0.07
H: 2.19631 -1.17322 7.64256  0.07
Cl: 3.96360 2.03102 -8.07372  0.53
C: 5.68901 1.59537 -7.99347  -0.66
C: 6.50894 2.63766 -7.25949  -0.68
Cl: 6.63016 4.16344 -8.17196  0.54
H: 6.04856 1.44682 -9.01329  0.07
H: 5.74999 0.63974 -7.46847  0.06
H: 7.52818 2.27356 -7.11623  0.07
H: 6.08714 2.86247 -6.27842  0.06

The SMILES is C[C@@H](O)CNCCOC1=C([PH2]=O)C(=O)OC1=O.ClCCCl.ClCCCl.ClCCCl.ClCCCl.ClCCCl.ClCCCl.ClCCCl.ClCCCl. The calculation puts the HOMO-LUMO gap at 7.52 eV. Its HOMO energy is -8.9922 eV. For the total energy, the calculation gives -9190.68049 hartree. The calculation puts the largest force on an atom at 5.82 eV/A.

***

# 3
# C25H46O11

A cluster of 5 separate species, C25H46O11 in total (ωB97M-V/def2-TZVPD, the OMol25 dataset).

Last column: Löwdin charge in e.
Atoms and positions in Å:
C: 6.35559 2.06321 0.08653  0.06
C: 5.56039 2.47539 -0.89371  -0.09
C: 4.26985 2.58366 -1.87251  -0.12
C: 2.86168 2.46524 -1.10569  -0.03
C: 2.50830 1.50461 -0.10047  -0.11
O: 3.44641 0.50743 0.32559  -0.01
C: 1.02617 1.45006 0.57851  -0.19
O: 0.81237 0.52690 1.45126  0.01
C: -0.11219 2.49655 0.16129  0.03
C: 0.21599 3.46072 -0.86475  0.03
C: 1.69685 3.51780 -1.54331  -0.22
O: 1.86798 4.40226 -2.45672  0.01
H: 6.93122 1.74401 1.04238  0.06
H: 4.31243 1.86314 -2.76906  0.11
H: 4.31229 3.66701 -2.30698  0.12
H: 3.20502 -0.39099 -0.01256  0.13
H: -1.13755 2.45183 0.68226  0.12
H: -0.61742 4.19968 -1.18804  0.13
C: 1.10696 -1.96955 -5.14625  -0.10
O: 1.90554 -1.57188 -6.25338  -0.20
C: 2.08876 -0.15696 -6.30868  -0.19
C: 3.46849 0.24357 -5.79201  -0.19
O: 3.59050 -0.01041 -4.39166  -0.22
C: 4.33044 -1.19441 -4.12122  -0.10
H: 1.19081 -3.05300 -5.03734  0.08
H: 1.43679 -1.50044 -4.21574  0.08
H: 0.05918 -1.71727 -5.33698  0.09
H: 1.29695 0.36222 -5.75824  0.13
H: 2.01145 0.13284 -7.36167  0.12
H: 3.59614 1.32179 -5.93209  0.12
H: 4.26146 -0.26385 -6.35213  0.13
H: 5.39368 -1.01699 -4.30846  0.09
H: 3.98520 -2.03750 -4.72519  0.09
H: 4.19856 -1.44606 -3.06682  0.09
C: -4.26083 -0.41877 4.31325  -0.11
O: -2.92132 -0.23307 4.75014  -0.20
C: -1.99233 -0.23075 3.66420  -0.19
C: -1.55895 1.18892 3.30833  -0.19
O: -2.64563 1.94118 2.76185  -0.21
C: -3.21348 2.83526 3.71085  -0.10
H: -4.92608 -0.19111 5.14885  0.09
H: -4.51268 0.24090 3.47893  0.08
H: -4.41298 -1.46206 4.01932  0.09
H: -2.40902 -0.74484 2.79146  0.13
H: -1.11325 -0.79212 3.99672  0.13
H: -0.78791 1.13660 2.53372  0.07
H: -1.12820 1.69863 4.17751  0.13
H: -2.54087 3.68378 3.86758  0.09
H: -3.41404 2.34284 4.66537  0.06
H: -4.15771 3.20754 3.30769  0.09
C: -3.48054 2.77761 7.51749  -0.11
O: -3.63763 4.02700 6.85648  -0.21
C: -4.58982 4.86796 7.50842  -0.19
C: -3.89924 5.94646 8.33986  -0.20
O: -3.20568 5.37834 9.45091  -0.19
C: -1.80484 5.29171 9.22505  -0.11
H: -2.59677 2.28424 7.10762  0.09
H: -3.34159 2.90095 8.59451  0.09
H: -4.35364 2.14570 7.32677  0.09
H: -5.27731 4.27751 8.12336  0.13
H: -5.17599 5.35412 6.72158  0.12
H: -4.66239 6.61582 8.74981  0.12
H: -3.22276 6.54710 7.72188  0.12
H: -1.35662 6.28745 9.29491  0.09
H: -1.57546 4.85147 8.25108  0.08
H: -1.37237 4.65848 10.00235  0.09
C: -1.13022 -8.32405 -5.91593  -0.11
O: -0.33217 -7.92445 -7.02235  -0.19
C: -0.14975 -6.50923 -7.07555  -0.20
C: 1.22980 -6.10831 -6.55850  -0.20
O: 1.35188 -6.36397 -5.15876  -0.20
C: 2.09217 -7.54727 -4.88924  -0.11
H: -1.04554 -9.40741 -5.80890  0.09
H: -0.80010 -7.85606 -4.98500  0.08
H: -2.17830 -8.07223 -6.10551  0.09
H: -0.94186 -5.99133 -6.52428  0.12
H: -0.22741 -6.21807 -8.12817  0.12
H: 1.35682 -5.02970 -6.69709  0.11
H: 2.02313 -6.61440 -7.11944  0.13
H: 3.15545 -7.36901 -5.07607  0.09
H: 1.74767 -8.39016 -5.49407  0.08
H: 1.96007 -7.79986 -3.83518  0.09

The SMILES is C#CCC1=C(O)C(=O)C=CC1=O.COCCOC.COCCOC.COCCOC.COCCOC. The calculation puts the HOMO-LUMO gap at 7.38 eV. Its HOMO energy is -9.0503 eV. For the total energy, the calculation gives -1807.37090 hartree. The calculation puts the largest force on an atom at 6.89 eV/A.

***

The lowest total energy belongs to which entry? C25H46Cl16NO6P